C6H4BrClFNO2 | wB97M-V/def2-TZVPD

Orbital gap, eV: 9.15
LUMO level, eV: -0.3
F_max, hartree/bohr: 0.10430
Relative energy (zero: lowest compared OMol25 entry of this formula, charge and spin), kcal/mol: 16.14
E_tot, eV: -97148.4965

Element x y z (Å)
Br  2.5811  -1.4981  0.1232
C  2.2280  0.3153  0.1320
H  -0.6582  -0.4917  1.5264
C  0.0057  -0.1714  0.6953
H  -0.0311  -0.1786  -2.6718
Cl  0.8439  2.4213  1.0920
O  4.5545  0.5532  0.4884
N  3.5243  1.1132  0.1535
C  1.4592  0.4764  -1.5331
C  -0.4049  -0.5300  -0.5235
O  3.3970  2.2415  -0.2407
H  1.4231  0.4351  2.2480
F  2.3017  0.9231  -2.4483
C  1.1570  0.6502  1.1204
H  -1.2079  -1.3014  -0.6140
C  0.3453  -0.1572  -1.6959

Atomic partial charges in e from the Mulliken method, atoms 1 to 4: 0.01 -0.40 0.28 -0.62


C6H4BrN2Se4TaTe | wB97M-V/def2-TZVPD

Orbital gap, eV: 6.87
Total charge: +2
LUMO level, eV: -8.5
F_max, hartree/bohr: 0.01192
Relative energy (zero: lowest compared OMol25 entry of this formula, charge and spin), kcal/mol: 2.23
E_tot, eV: -349525.5610

Element x y z (Å)
H  -2.4100  0.5352  0.2742
Se  1.2297  -0.1068  3.0138
Se  -0.2165  3.1210  -0.1000
H  0.1176  -3.1420  -1.7473
Ta  1.0330  1.1675  0.8269
C  -0.4792  -2.3534  -1.3118
C  -2.5564  -1.2703  -0.8323
Se  0.9227  2.2162  3.2014
C  -1.8672  -0.2786  -0.1737
C  -1.8625  -2.3276  -1.4063
Br  1.9650  -1.1234  -0.4424
Te  -1.3567  2.4563  2.0538
Se  5.3465  2.9115  -0.2655
N  -0.5201  -0.2830  -0.0548
N  2.7329  1.8289  0.3407
H  -3.6337  -1.2108  -0.8927
C  3.8428  2.2856  0.0777
H  -2.3911  -3.1162  -1.9255
C  0.1033  -1.3104  -0.6360

Atomic partial charges in e from the Mulliken method, atoms 1 to 4: 0.13 -0.02 -0.18 0.42


C6H4Cl2CoN2O3Yb | wB97M-V/def2-TZVPD

Orbital gap (spin up / spin down), eV: 8.71 / 5.32
Total charge: +4
Multiplicity: 6
LUMO level (spin up / spin down), eV: -15.4 / -18.8
F_max, hartree/bohr: 0.27316
E_tot, eV: -109560.2401

Element x y z (Å)
O  -2.9086  -1.3187  -0.9876
Yb  3.4235  2.0890  -1.5856
C  1.9343  2.9778  -3.2759
H  0.9836  -1.3182  4.7059
H  0.3846  0.2820  2.8381
O  1.8666  5.3005  -1.1095
H  0.7000  -3.3722  0.9153
C  0.9912  -2.8213  3.0642
Co  -0.1863  -1.0822  -0.1932
Cl  2.4774  1.9590  0.5718
H  1.3175  -3.7339  3.5239
C  2.5157  4.3586  -1.1851
O  1.1343  3.4891  -3.9221
C  0.6714  -2.6567  1.7159
Cl  0.4816  -0.3563  -2.0642
C  0.8355  -1.5838  3.6719
N  0.3284  -1.3326  1.4892
C  -1.8464  -1.2605  -0.4901
N  0.4459  -0.7135  2.7188

Atomic partial charges in e from the Mulliken method, atoms 1 to 4: -0.02 1.92 -0.01 0.52


C6H4Cl2N6O3PS | wB97M-V/def2-TZVPD

Orbital gap, eV: 8.14
Total charge: +1
LUMO level, eV: -5.5
F_max, hartree/bohr: 0.22546
E_tot, eV: -66515.5617

Element x y z (Å)
C  -2.6982  -1.5584  -1.8869
P  1.1540  1.6390  0.4938
Cl  -1.9913  3.1463  -1.5693
Cl  3.1308  -3.3701  -1.4346
C  -0.2904  -0.8750  -0.3695
S  -2.5297  -1.4417  -3.6085
N  4.0927  -0.8135  2.3309
C  -2.8145  1.6699  -0.8307
C  1.8458  -2.1336  -0.9300
N  2.0361  -0.6984  -0.4050
N  -1.5860  -0.5377  -0.1604
H  2.4623  2.2082  0.1416
N  0.8739  0.0175  -0.1103
O  -4.0546  1.3636  -1.3058
H  -1.5864  1.3021  1.1855
H  0.1808  2.6440  0.1711
C  -2.2000  0.7117  0.3902
N  0.3313  -2.1820  -0.8992
H  -3.1831  0.3548  0.9725
C  3.6925  -0.7606  1.0924
N  -2.5176  -1.5430  -0.5194
O  1.1782  1.5580  2.1048
O  3.2957  -0.2378  -0.2578

Atomic partial charges in e from the Mulliken method, atoms 1 to 4: 0.37 0.29 -0.12 0.03


C6H4Cl2O2 | wB97M-V/def2-TZVPD

Orbital gap, eV: 9.33
LUMO level, eV: 0.7
F_max, hartree/bohr: 0.01847
Relative energy (zero: lowest compared OMol25 entry of this formula, charge and spin), kcal/mol: 0.00
E_tot, eV: -35427.0002

Element x y z (Å)
O  -2.3491  1.3296  -0.0029
Cl  2.7192  -1.6553  -0.0031
H  -3.1179  0.7453  -0.0146
O  2.3489  1.3377  0.0046
C  -1.2123  0.5994  -0.0092
H  -0.0004  2.3559  0.0166
C  1.2014  -0.8014  -0.0006
C  0.0001  1.2922  -0.0030
C  1.2049  0.6064  -0.0058
H  3.0915  0.7155  0.0118
C  -1.1992  -0.7964  0.0050
Cl  -2.7039  -1.6634  0.0014
H  0.0165  -2.5691  0.0065
C  0.0004  -1.4965  -0.0068

Atomic partial charges in e from the Mulliken method, atoms 1 to 4: -0.54 -0.28 0.28 -0.54


C6H4Cl3F2N | wB97M-V/def2-TZVPD

Orbital gap, eV: 9.47
LUMO level, eV: -0.6
F_max, hartree/bohr: 0.02664
Relative energy (zero: lowest compared OMol25 entry of this formula, charge and spin), kcal/mol: 0.00
E_tot, eV: -50778.7931

Element x y z (Å)
H  -0.6455  -2.1845  -1.6619
C  -0.0828  0.9369  -1.7690
H  0.7053  1.6277  2.1676
C  -0.7332  -1.1982  -1.1998
C  0.4808  0.5780  2.0023
Cl  -0.4428  -2.2127  1.3030
F  0.1112  1.8849  -2.6656
Cl  -2.4604  -1.0072  -0.7245
C  0.1566  1.2836  -0.3753
H  1.3115  -0.0377  2.3444
N  -0.4584  -0.2044  -2.1699
H  -0.3953  0.3013  2.5888
F  0.3002  2.5803  -0.0681
C  0.1250  -1.0885  0.0624
C  0.2211  0.3225  0.5642
Cl  1.8066  -1.5819  -0.3985

Atomic partial charges in e from the Mulliken method, atoms 1 to 4: 0.48 0.46 0.39 -0.16


E_tot of number 5 (C6H4Cl2O2)?
-35427.0002 eV


Repeat the third record exactly.
C6H4Cl2CoN2O3Yb | wB97M-V/def2-TZVPD

Orbital gap (spin up / spin down), eV: 8.71 / 5.32
Total charge: +4
Multiplicity: 6
LUMO level (spin up / spin down), eV: -15.4 / -18.8
F_max, hartree/bohr: 0.27316
E_tot, eV: -109560.2401

Element x y z (Å)
O  -2.9086  -1.3187  -0.9876
Yb  3.4235  2.0890  -1.5856
C  1.9343  2.9778  -3.2759
H  0.9836  -1.3182  4.7059
H  0.3846  0.2820  2.8381
O  1.8666  5.3005  -1.1095
H  0.7000  -3.3722  0.9153
C  0.9912  -2.8213  3.0642
Co  -0.1863  -1.0822  -0.1932
Cl  2.4774  1.9590  0.5718
H  1.3175  -3.7339  3.5239
C  2.5157  4.3586  -1.1851
O  1.1343  3.4891  -3.9221
C  0.6714  -2.6567  1.7159
Cl  0.4816  -0.3563  -2.0642
C  0.8355  -1.5838  3.6719
N  0.3284  -1.3326  1.4892
C  -1.8464  -1.2605  -0.4901
N  0.4459  -0.7135  2.7188

Atomic partial charges in e from the Mulliken method, atoms 1 to 4: -0.02 1.92 -0.01 0.52